{"formula": "C8H14MnOP", "method": "wB97M-V/def2-TZVPD", "elements": ["C", "C", "C", "C", "C", "Mn", "P", "H", "H", "H", "H", "H", "H", "H", "H", "C", "C", "C", "O", "H", "H", "H", "H", "H", "H"], "coordinates": [[-0.274, -1.852, -2.257], [-1.110, -2.879, -1.719], [-2.442, -2.361, -1.672], [-2.482, -1.109, -2.358], [-1.128, -0.747, -2.657], [0.926, 1.206, -0.674], [3.295, 1.148, -0.985], [0.804, -1.902, -2.374], [-0.758, -3.835, -1.339], [-3.311, -2.891, -1.272], [-0.810, 0.190, -3.116], [-3.359, -0.501, -2.584], [3.774, 1.897, -2.142], [3.695, -0.205, -1.274], [4.162, 1.526, 0.111], [-0.417, 0.164, 3.308], [-0.018, 0.972, 2.130], [0.164, 2.443, 2.239], [0.202, 0.406, 1.030], [-0.458, 0.824, 4.174], [0.316, -0.633, 3.487], [-1.398, -0.307, 3.169], [1.155, 2.726, 1.845], [-0.606, 2.966, 1.650], [0.077, 2.755, 3.282]], "atomic_forces_ev_per_a": [[-1.033, 0.129, 0.148], [0.178, 1.628, 0.209], [0.123, 0.024, -1.081], [0.932, -0.236, 1.022], [0.119, -0.554, 0.651], [0.006, -0.767, -0.779], [-0.617, 0.176, -0.292], [-0.089, -0.046, -0.160], [-0.161, 0.211, -0.025], [0.302, 0.146, -0.298], [-0.015, -0.304, -0.313], [0.242, -0.218, 0.216], [0.099, -0.700, 1.010], [0.329, 0.825, 0.115], [-0.149, -0.292, -0.936], [-0.060, 0.097, 0.516], [0.420, -1.297, -2.216], [-0.027, 0.538, 0.337], [-0.539, 0.843, 2.161], [-0.078, -0.275, 0.130], [-0.171, 0.131, -0.155], [0.223, 0.089, -0.178], [-0.330, -0.100, 0.060], [0.217, -0.216, 0.119], [0.079, 0.168, -0.259]], "charge": 0, "multiplicity": 5, "e_homo_ev": [-5.49, -5.48], "de_lowest_ev": 1.143}